Entry 1:
ORCA calculation (ωB97M-V/def2-TZVPD) on a structure of composition C16H24ClMnN2O5S3 in a non-equilibrium geometry.

Values from the calculation:
Net charge: -1
Multiplicity: 2
Calculated total energy: -106549.0599 eV
E_LUMO (spin up / spin down): 1.76 / 1.77 eV
Max |F|: 2.16 eV/A
Expectation value of S²: 0.795

Element x y z (Å)
Mn1 0.212 0.312 0.163
Cl1 -5.370 -0.651 -4.390
C1 -4.055 -0.122 -3.385
C2 -4.017 1.212 -2.983
C3 -3.011 1.636 -2.142
C4 -1.988 0.773 -1.704
O1 -1.081 1.192 -0.894
C5 -2.030 -0.605 -2.156
C6 -1.099 -1.555 -1.676
O2 -0.046 -1.329 -0.996
C7 -3.091 -1.016 -2.992
H1 -4.776 1.902 -3.318
H2 -2.970 2.663 -1.813
H3 -1.350 -2.615 -1.846
H4 -3.129 -2.046 -3.315
C8 -0.558 -4.548 4.221
C9 0.489 -5.471 3.607
C10 1.652 -4.721 2.955
C11 1.301 -4.047 1.621
N1 0.487 -2.859 1.754
C12 0.736 -1.644 2.269
S1 -0.659 -0.631 2.378
N2 1.848 -1.229 2.861
C13 3.238 -1.619 2.696
C14 3.866 -1.884 4.070
C15 4.571 -0.662 4.660
C16 3.686 0.576 4.758
H5 -1.289 -5.128 4.781
H6 -1.083 -3.973 3.465
H7 -0.088 -3.844 4.903
H8 0.019 -6.124 2.868
H9 0.896 -6.109 4.397
H10 2.456 -5.433 2.755
H11 2.025 -3.969 3.649
H12 0.724 -4.749 1.017
H13 2.216 -3.818 1.067
H14 -0.448 -2.907 1.372
H15 1.767 -0.281 3.214
H16 3.781 -0.797 2.208
H17 3.312 -2.491 2.054
H18 4.601 -2.686 3.974
H19 3.083 -2.220 4.758
H20 5.427 -0.412 4.032
H21 4.940 -0.929 5.657
H22 3.530 1.009 3.773
H23 4.177 1.326 5.374
H24 2.725 0.344 5.216
O3 4.836 0.622 1.350
S2 4.181 1.112 0.142
O4 4.207 0.179 -0.968
O5 4.434 2.498 -0.177
S3 2.117 1.061 0.744


Entry 2:
ORCA calculation (ωB97M-V/def2-TZVPD) on a structure of composition C16H24ClN2O2 in a non-equilibrium geometry.

Values from the calculation:
Relative energy (zero: lowest compared OMol25 entry of this formula, charge and spin): 173.6 kcal per mole
Net charge: +1
Calculated total energy: -36555.1391 eV
E_LUMO: -5.81 eV
Max |F|: 13.79 eV/A

Element x y z (Å)
C1 -0.884 3.022 2.143
N1 -0.402 1.646 1.987
C2 -0.461 0.842 3.042
C3 -0.123 -0.450 3.044
C4 0.067 -1.155 1.615
C5 0.044 -0.121 0.503
C6 -0.175 1.220 0.672
C7 0.215 -2.502 1.390
C8 0.582 -3.380 2.533
C9 0.550 -4.750 2.362
N2 0.231 -5.246 1.144
C10 -0.069 -4.422 0.057
C11 -0.100 -3.111 0.182
C12 0.666 -6.689 0.924
H1 -0.514 3.522 2.978
H2 -1.764 2.783 2.500
H3 -1.046 3.792 1.223
H4 -0.760 1.159 4.192
H5 -0.304 -1.153 3.962
H6 0.191 -0.402 -0.564
H7 0.225 1.739 -0.269
H8 0.718 -2.922 3.546
H9 0.962 -5.240 3.218
H10 -0.260 -4.768 -0.831
H11 -0.201 -2.612 -0.843
H12 1.895 -6.684 0.940
H13 0.653 -7.037 -0.078
H14 0.162 -7.472 1.374
Cl1 -0.341 0.550 -3.062
C13 0.629 4.684 -0.320
O1 0.079 4.159 -1.572
C14 0.658 2.916 -1.958
C15 0.346 2.503 -3.233
O2 -1.065 2.503 -3.235
C16 -1.562 2.274 -4.599
H15 0.238 5.800 -0.265
H16 1.769 4.975 -0.376
H17 0.632 4.217 0.543
H18 0.388 1.889 -1.348
H19 1.547 2.771 -1.661
H20 0.600 1.542 -3.311
H21 0.991 2.994 -3.965
H22 -2.518 2.711 -4.533
H23 -1.541 1.141 -4.874
H24 -0.961 2.747 -5.191


Entry 3:
ORCA calculation (ωB97M-V/def2-TZVPD) on a structure of composition C16H24CrN2O in a non-equilibrium geometry.

Values from the calculation:
Relative energy (zero: lowest compared OMol25 entry of this formula, charge and spin): 0.0 kcal per mole
Multiplicity: 5
Calculated total energy: -50429.0665 eV
E_LUMO (spin up / spin down): -0.62 / -0.71 eV
Max |F|: 2.12 eV/A
Expectation value of S²: 6.033

Element x y z (Å)
C1 1.829 -0.643 -5.294
C2 2.134 -2.120 -5.027
H1 0.859 -0.521 -5.788
H2 2.590 -0.191 -5.940
H3 1.801 -0.068 -4.362
H4 1.474 -2.527 -4.252
H5 1.996 -2.723 -5.931
H6 3.167 -2.257 -4.689
C3 -2.316 2.211 0.097
C4 -3.457 2.825 0.599
C5 -4.176 2.186 1.608
C6 -3.728 0.957 2.078
H7 -1.708 2.652 -0.689
H8 -3.770 3.785 0.202
H9 -5.072 2.637 2.024
H10 -4.273 0.445 2.862
N1 -1.879 1.023 0.548
C7 -2.571 0.391 1.531
C8 -2.020 -0.903 1.962
N2 -0.884 -1.314 1.325
C9 -0.334 -2.491 1.679
C10 -2.030 -2.900 3.320
C11 -0.870 -3.308 2.663
H11 0.566 -2.766 1.140
H12 -0.382 -4.246 2.904
C12 -2.604 -1.686 2.962
H13 -3.505 -1.346 3.458
H14 -2.478 -3.512 4.096
Cr1 -0.148 -0.039 -0.126
C13 1.435 -1.239 -0.590
H15 1.009 -2.199 -0.911
H16 2.013 -1.356 0.336
H17 2.081 -0.847 -1.375
C14 2.165 2.052 -0.583
C15 2.103 1.407 0.807
C16 2.635 2.398 1.844
O1 0.768 1.120 1.127
H18 1.556 2.982 -0.605
H19 1.762 1.375 -1.359
H20 3.214 2.303 -0.846
H21 2.748 0.516 0.871
H22 2.025 3.328 1.841
H23 2.585 1.947 2.857
H24 3.692 2.661 1.624


> The highest max |F| belongs to which entry?

C16H24ClN2O2


> What is the calculated total energy in the first record?

-106549.0599 eV


> What is the formula in the second record?

C16H24ClN2O2


> Among the records above, which one has the highest max |F|?

C16H24ClN2O2